Version 1
Computed, not measured: an isolated ion of composition C9H14N3 and charge +1, with wB97M-V/def2-TZVPD.

Structure (ORCA input):
```
! wB97M-V def2-TZVPD RIJCOSX def2/J DEFGRID3
* xyz 1 1
C 1.50848 3.43322 -2.11557
C 0.13667 3.85435 -2.21071
C -0.31372 -1.39827 1.30330
C -1.48153 -0.43351 1.29580
C 1.03232 -0.56282 1.03821
C -1.55149 0.33199 0.01692
C 1.20453 0.28311 -0.22826
C -0.30642 1.20338 -0.31340
C 1.38008 -0.41174 -1.47215
N -0.51177 2.82884 -1.85156
N 2.25100 2.59288 -1.85460
N -0.24130 1.67092 -1.59281
H -0.40400 4.66897 -2.66755
H -0.20450 -1.89685 2.25439
H -0.51652 -2.15349 0.56654
H -2.40701 -0.82472 1.46212
H -1.38206 0.26552 2.12364
H 1.22230 0.09092 1.90319
H 1.91646 -1.34936 1.03786
H -1.89205 -0.31476 -0.75659
H -2.52361 0.86911 0.06478
H 1.90132 1.13416 -0.18654
H -0.14399 1.99440 0.38658
H 0.50248 -1.00129 -2.01835
H 2.23494 -1.17204 -1.21013
H 1.61236 0.28146 -2.26877
*
```

- HOMO level (eV) = -14.2
- SMILES string = C[C@@H]1CCCC[C@@H]1N=[N+]=CC#N
- HOMO-LUMO gap (eV) = 7.5
- LUMO energy (eV) = -6.759

Version 2
Computed, not measured: an isolated ion of composition C9H14N3 and charge +1, with wB97M-V/def2-TZVPD.

Structure (ORCA input):
```
! wB97M-V def2-TZVPD RIJCOSX def2/J DEFGRID3
* xyz 1 1
C -3.51048 -1.06011 -0.45879
C -1.52466 -0.79791 0.44839
C -1.97892 0.46563 0.10590
C -1.37407 1.86855 0.33473
C 2.89473 -1.53763 0.22518
C 2.22256 -1.10191 -1.15856
C 2.27051 -0.29885 0.83395
C 0.13387 1.73651 0.38474
C 1.50578 -0.03814 -0.42856
N -2.57536 -1.75324 0.13104
N -3.20699 0.26333 -0.49446
N 0.69999 0.88952 -0.71204
H -4.47749 -1.51496 -0.75633
H -1.74340 2.48577 -0.46659
H -1.65456 2.24337 1.33963
H 2.30802 -2.56300 0.44623
H 3.90632 -1.52574 0.46450
H 2.99634 -0.85925 -1.84541
H 1.64876 -1.98063 -1.41467
H 1.56549 -0.47312 1.69083
H 2.90486 0.59719 1.12693
H 0.81951 2.59816 0.25085
H 0.37290 1.40869 1.39626
H -3.81484 0.94540 -0.85216
H -0.58626 -0.94578 0.92327
H 0.19738 0.94818 -1.51486
*
```

- HOMO level (eV) = -12.3
- SMILES string = c1ncc(CC[NH+]=C2CCC2)[nH]1
- HOMO-LUMO gap (eV) = 8.3
- LUMO energy (eV) = -4.049

Stability ranking, top entry: version 2; the second entry is 0.1460 hartree less favorable.

Version 1
Computed, not measured: an isolated molecule of C2H4Cl3NOSi, with wB97M-V/def2-TZVPD.

Structure (ORCA input):
```
! wB97M-V def2-TZVPD RIJCOSX def2/J DEFGRID3
* xyz 0 1
C 0.93049 0.01585 -0.04249
C 2.17621 0.42361 0.15643
N 0.57715 -1.28357 -0.67824
O -0.32369 0.60159 0.39699
Si -1.97474 0.65059 0.01855
Cl -2.67742 1.16064 -1.82089
Cl -2.58860 -1.22049 0.62520
Cl -2.60765 2.02777 1.39013
H 3.03740 -0.23601 -0.15082
H 2.35816 1.42224 0.68071
H -0.25299 -1.59621 -0.12169
H 1.34569 -1.96601 -0.45386
*
```

- HOMO level (eV) = -9.2
- SMILES string = C=C(N)O[Si](Cl)(Cl)Cl
- HOMO-LUMO gap (eV) = 9.6
- LUMO energy (eV) = 0.371

Version 2
Computed, not measured: C2H4Cl3NOSi as an isolated structure, with wB97M-V/def2-TZVPD.

Structure (ORCA input):
```
! wB97M-V def2-TZVPD RIJCOSX def2/J DEFGRID3
* xyz 0 1
C 0.57247 -1.06529 -0.54183
C 1.78841 0.68885 0.37058
N 1.53414 -0.24939 -0.64380
O -1.22817 0.19136 -1.39124
Si -2.29422 0.30294 -0.29864
Cl -3.62177 -1.18125 -0.02463
Cl -2.60706 1.68072 1.02496
Cl -0.29823 -1.16805 1.04394
H 0.34344 -1.81290 -1.22132
H 2.83892 0.71220 0.42641
H 1.45395 0.25991 1.31346
H 1.51813 1.64089 -0.05789
*
```

- HOMO level (eV) = -10.1
- HOMO-LUMO gap (eV) = 10.0
- LUMO energy (eV) = -0.092

Stability ranking, top entry: version 1; the second entry is 0.0971 hartree less favorable.

Version 1
Computed, not measured: an isolated ion of composition C5H8NS and charge +1, with wB97M-V/def2-TZVPD.

Structure (ORCA input):
```
! wB97M-V def2-TZVPD RIJCOSX def2/J DEFGRID3
* xyz 1 1
C -0.51739 0.93275 -0.02638
C -2.10137 -0.89344 0.12973
C -1.32058 1.94948 0.00832
C 2.01081 -0.65620 0.62872
C 1.94677 -0.58216 -0.78965
N -0.91452 -0.39598 -0.01368
S 1.48713 1.03807 0.05822
H -2.18707 -1.97401 0.05539
H -2.93914 -0.33778 0.39465
H -2.39365 1.50477 0.04111
H -1.03689 2.95835 0.00353
H 2.95534 -0.71815 1.12892
H 1.23732 -1.24616 1.11367
H 2.79839 -0.66223 -1.40401
H 0.97485 -0.91732 -1.32854
*
```

- HOMO level (eV) = -14.2
- HOMO-LUMO gap (eV) = 10.0
- LUMO energy (eV) = -4.185

Version 2
Computed, not measured: an isolated ion of composition C5H8NS and charge +1, with wB97M-V/def2-TZVPD.

Structure (ORCA input):
```
! wB97M-V def2-TZVPD RIJCOSX def2/J DEFGRID3
* xyz 1 1
C 2.31669 -0.44672 -0.70101
C 1.35619 -0.74559 0.38032
C -0.05510 -0.25674 0.21026
C -1.00420 -1.25965 -0.50060
C -1.20432 1.79510 0.48232
N -0.03241 0.92606 0.63563
S 2.53515 0.77558 0.42190
H 2.61639 -0.88947 -1.60034
H 1.38411 -1.44631 1.31921
H -0.29944 -1.85265 -1.05010
H -1.71359 -0.79953 -1.20986
H -1.56000 -1.94012 0.23007
H -1.45892 2.18851 1.37950
H -2.03036 1.19973 0.02999
H -0.85017 2.75181 -0.02730
*
```

- HOMO level (spin up / spin down) (eV) = -14.3 / -14.3
- HOMO-LUMO gap (spin up / spin down) (eV) = 8.1 / 8.1
- LUMO energy (spin up / spin down) (eV) = -6.277 / -6.277

Stability ranking, top entry: version 1; the second entry is 0.0250 hartree less favorable.

Version 1
Computed, not measured: an isolated ion of composition C5H8NS and charge +1, with wB97M-V/def2-TZVPD.

Structure (ORCA input):
```
! wB97M-V def2-TZVPD RIJCOSX def2/J DEFGRID3
* xyz 1 1
C -2.49456 0.82332 -0.69894
C -1.10996 1.01879 -0.63156
C -2.77870 -0.42118 -0.13356
C 1.61846 -1.08856 -0.93181
C 1.00902 -0.00877 0.01528
N -0.44293 -0.01420 0.06270
S -1.55594 -1.20707 0.63770
H -3.21931 1.52575 -1.08421
H -0.60498 1.82982 -1.12075
H -3.73356 -0.96573 0.03904
H 1.42634 -0.77919 -2.01671
H 1.41642 -2.19379 -0.83500
H 2.56736 -0.77784 -0.60768
H 1.34230 1.00263 -0.31350
H 1.49655 -0.30596 1.00454
*
```

- HOMO level (spin up / spin down) (eV) = -14.8 / -14.8
- HOMO-LUMO gap (spin up / spin down) (eV) = 9.8 / 9.8
- LUMO energy (spin up / spin down) (eV) = -5.009 / -5.009

Version 2
Computed, not measured: an isolated ion of composition C5H8NS and charge +1, with wB97M-V/def2-TZVPD.

Structure (ORCA input):
```
! wB97M-V def2-TZVPD RIJCOSX def2/J DEFGRID3
* xyz 1 1
C 1.48015 0.60860 -0.86785
C 1.19020 -0.76802 -1.04453
C 0.20429 -1.02527 0.22123
C -0.13131 1.59464 0.57789
C -0.72418 0.10456 0.62241
N 1.05564 1.52656 -0.23684
S -2.22596 0.22592 -0.43460
H 0.83592 -0.95272 -2.05722
H 1.90726 -1.56034 -0.87600
H -0.58545 -1.67394 -0.06951
H 0.85491 -1.26465 1.10394
H -0.92413 2.37012 0.42231
H 0.31173 1.94312 1.53278
H -0.83365 -0.08800 1.65089
H -2.41543 -1.04060 -0.54492
*
```

- HOMO level (eV) = -13.6
- SMILES string = S[C@H]1CCC#[N+]C1
- HOMO-LUMO gap (eV) = 7.3
- LUMO energy (eV) = -6.300

Stability ranking, top entry: version 1; the second entry is 0.0753 hartree less favorable.

Version 1
Computed, not measured: an isolated molecule of C3H8OS, with wB97M-V/def2-TZVPD.

Structure (ORCA input):
```
! wB97M-V def2-TZVPD RIJCOSX def2/J DEFGRID3
* xyz 0 1
C -0.71892 0.89555 0.27525
C 0.56526 0.66878 -0.47475
C 1.36593 -0.36345 0.33740
H -1.53988 -0.74612 -1.20039
H -0.62163 1.03079 1.34301
H -1.07287 1.95565 -0.02965
H 1.31628 1.47224 -0.77668
H 0.23509 0.11555 -1.31740
H 0.90274 -1.33888 0.07964
H 1.12555 -0.06759 1.36553
H 3.08655 0.31146 0.43544
O 2.69440 -0.41175 -0.10879
S -2.01629 -0.41528 0.00896
*
```

- HOMO level (eV) = -9.1
- SMILES string = OCCCS
- HOMO-LUMO gap (eV) = 10.0
- LUMO energy (eV) = 0.851

Version 2
Computed, not measured: an isolated molecule of C3H8OS, with wB97M-V/def2-TZVPD.

Structure (ORCA input):
```
! wB97M-V def2-TZVPD RIJCOSX def2/J DEFGRID3
* xyz 0 1
C -0.70081 0.71841 1.63634
O -1.54435 1.82948 1.68214
C -0.48289 0.39764 0.12515
C 0.74666 -0.49945 -0.02410
S 1.02427 -1.32867 -1.76852
H 0.13562 0.93034 2.27530
H -1.25972 -0.13094 2.02217
H -1.07779 2.53957 2.30171
H -1.45364 0.10169 -0.34341
H -0.23005 1.38767 -0.34768
H 0.68526 -1.29848 0.68856
H 1.70211 -0.02881 0.10143
H 0.08690 -0.57774 -2.28323
*
```

- HOMO level (eV) = -9.1
- SMILES string = OCCCS
- HOMO-LUMO gap (eV) = 9.8
- LUMO energy (eV) = 0.726

Stability ranking, top entry: version 2; the second entry is 0.0050 hartree less favorable.

Version 1
Computed, not measured: a 2-piece molecular cluster, C3H8OS overall, with wB97M-V/def2-TZVPD.

Structure (ORCA input):
```
! wB97M-V def2-TZVPD RIJCOSX def2/J DEFGRID3
* xyz 0 1
C -3.20784 0.78661 0.79765
S -1.70262 0.70418 -0.21131
H -4.09121 0.92678 0.18592
H -3.44819 -0.08835 1.40961
H -3.12011 1.57417 1.54887
H -2.00311 1.74180 -1.05008
C 2.15639 0.09966 -0.85821
C 2.67948 -0.56193 0.17866
O 2.66171 -1.93502 0.32401
H 2.65479 0.99041 -1.21182
H 1.15358 -0.13762 -1.20811
H 3.16369 0.01442 0.96451
H 1.80788 -2.24353 -0.05428
*
```

- HOMO level (eV) = -8.6
- SMILES string = C=CO.CS
- HOMO-LUMO gap (eV) = 9.4
- LUMO energy (eV) = 0.830

Version 2
Computed, not measured: an isolated molecule of C3H8OS, with wB97M-V/def2-TZVPD.

Structure (ORCA input):
```
! wB97M-V def2-TZVPD RIJCOSX def2/J DEFGRID3
* xyz 0 1
C -1.82851 0.95255 -0.01730
C 0.08364 -0.42047 -0.52968
C 1.56119 -0.54196 -0.13844
H -1.85601 1.58033 1.00978
H -2.08667 1.80471 -0.74926
H -2.56252 0.07550 -0.05787
H -0.30348 -1.35532 -0.07429
H 0.12248 -0.34953 -1.75079
H 1.63741 0.61183 -0.12895
H 1.99319 -0.96904 -1.13276
H 1.46000 -0.56978 2.14815
O -0.47236 0.48233 0.20965
S 2.25164 -1.30114 1.21174
*
```

- HOMO level (eV) = -8.8
- SMILES string = COCCS
- HOMO-LUMO gap (eV) = 9.7
- LUMO energy (eV) = 0.953

Version 3
Computed, not measured: an isolated molecule of C3H8OS, with wB97M-V/def2-TZVPD.

Structure (ORCA input):
```
! wB97M-V def2-TZVPD RIJCOSX def2/J DEFGRID3
* xyz 0 1
C -0.71945 -0.61894 1.77213
C 0.22223 -0.54402 -1.06628
C 0.77186 0.85702 -0.96321
H -1.11765 0.21892 2.27919
H -0.83934 -1.59216 2.25788
H 0.38650 -0.55705 1.68817
H -0.24863 -0.74989 -1.99505
H 0.99615 -1.34313 -0.74777
H 1.37131 0.85765 -0.10001
H 1.54549 0.98696 -1.71039
H -0.91806 1.47691 -0.46144
O -0.20502 1.87104 -1.00362
S -1.24540 -0.86330 0.05039
*
```

- HOMO level (eV) = -9.0
- SMILES string = CSCCO
- HOMO-LUMO gap (eV) = 9.9
- LUMO energy (eV) = 0.857

Stability ranking, top entry: version 3; the second entry is 0.0511 hartree less favorable.